C18H31O4S3 | ωB97M-V/def2-TZVPD

Properties
Energy relative to the best compared isomer or geometry (same formula, charge and spin) ... 47.50 kcal/mol
Total charge ... -1
DFT total energy ... -59852.3926 eV
HOMO ... -4.1 eV
Largest force on an atom ... 0.26413 hartree/bohr
Frontier orbital gap ... 0.2483 hartree

Each line ends with the Mulliken charge.
Cartesian coordinates (Å):
1 O 27.4188 5.6536 39.0830  -0.67
2 H 28.2061 5.8309 39.7746  -0.29
3 C 25.4704 5.3006 42.7765  -1.35
4 S 26.5680 4.2786 41.7116  1.06
5 O 27.0938 2.9968 42.4472  -0.76
6 C 25.3393 3.7498 40.6667  -1.37
7 H 24.8316 6.0869 42.1612  0.26
8 H 25.9592 5.4088 43.6619  0.47
9 H 24.6563 4.5438 43.0775  0.47
10 H 25.6265 3.0691 40.1870  0.82
11 H 25.3330 4.3098 39.7710  0.10
12 H 24.4309 3.5956 41.1755  0.40
13 C 30.1857 7.9984 37.7259  -1.15
14 S 31.5943 7.8756 38.8919  0.59
15 O 32.8181 8.5626 38.2378  -0.74
16 C 31.1502 8.9550 40.1112  -0.73
17 H 30.3658 7.6049 36.9099  0.70
18 H 30.0251 8.9622 37.6253  0.46
19 H 29.5309 7.4414 38.1491  0.06
20 H 30.1916 8.8161 40.5079  -0.20
21 H 31.0226 9.8648 39.7137  0.60
22 H 31.9174 9.1270 40.7230  0.49
23 C 24.5310 5.2558 36.8127  -1.02
24 S 26.0416 6.1708 36.4563  0.67
25 O 26.0995 6.1727 34.9626  -0.75
26 C 25.5712 7.7529 36.8413  -0.87
27 H 23.6388 5.8047 36.5587  0.33
28 H 24.8545 5.1966 37.9078  0.10
29 H 24.4174 4.4505 36.1508  0.38
30 H 26.2125 7.9279 37.8093  0.04
31 H 24.5963 7.7551 37.0218  0.33
32 H 25.9912 8.4113 36.3167  0.56
33 C 31.1720 5.4934 41.8466  -0.17
34 C 32.5101 4.9735 42.5254  -0.77
35 C 32.8753 3.6593 42.4655  -0.45
36 C 32.0002 2.7667 41.7469  -0.28
37 C 30.8503 3.1570 41.0993  -0.89
38 C 30.3091 4.5677 41.2276  0.57
39 H 30.7996 6.4913 42.0960  0.35
40 H 32.9641 5.6617 43.0590  0.52
41 H 33.6751 3.2912 43.1202  0.32
42 H 32.2497 1.7810 41.7209  0.43
43 H 29.9464 2.5907 40.8823  0.27
44 H 29.3966 4.9346 40.8684  0.19
45 C 28.0246 8.2469 41.6860  -0.56
46 C 27.9413 9.8024 41.6956  -0.40
47 C 27.9473 10.5351 42.9043  -0.42
48 C 28.3207 9.8509 44.0499  -0.25
49 C 28.5401 8.4801 44.1117  -1.17
50 C 28.2979 7.5991 42.8612  0.10
51 H 27.8515 7.7043 40.7592  0.73
52 H 27.7083 10.4367 40.7991  0.32
53 H 27.5062 11.5789 42.9077  0.29
54 H 28.2869 10.4536 44.9606  0.28
55 H 28.7365 8.1328 44.9976  0.63
56 H 28.4734 6.4586 42.7442  0.39

Cartesian forces (eV/Å) of the 6 atoms listed first:
O 2.4674 0.9831 2.3466
H -2.7924 -0.6483 -2.3908
C -4.2602 -2.4255 -2.9872
S 2.9134 -0.5721 1.5812
O -1.5618 2.2851 -0.6180
C -4.0004 8.6169 4.7063